(1)
# C28H79F2N8O12PbS2

A molecular structure, C28H79F2N8O12PbS2 (ωB97M-V/def2-TZVPD, the OMol25 dataset).

Atoms and positions in Å:
Pb (19.16, -0.52, -11.66)
N (19.42, -1.05, -14.01)
S (19.96, -2.29, -14.80)
O (21.11, -2.03, -15.60)
O (19.03, -3.21, -15.36)
F (20.55, -3.13, -13.56)
S (18.70, -0.28, -15.35)
O (17.33, -0.62, -15.45)
O (19.42, -0.01, -16.53)
F (18.66, 1.13, -14.60)
O (20.40, 1.56, -12.67)
H (20.44, 2.52, -12.50)
H (21.33, 1.30, -12.82)
C (19.13, 3.61, -18.28)
C (17.99, 4.62, -18.09)
C (17.36, 4.82, -19.46)
O (16.20, 5.58, -19.40)
C (15.74, 6.05, -20.65)
N (16.98, 4.26, -17.09)
H (19.67, 3.81, -19.21)
H (18.84, 2.57, -18.39)
H (19.80, 3.56, -17.42)
H (18.45, 5.58, -17.81)
H (17.01, 3.81, -19.77)
H (18.10, 5.04, -20.23)
H (16.56, 6.64, -21.09)
H (14.83, 6.62, -20.51)
H (15.49, 5.23, -21.35)
H (17.43, 3.80, -16.31)
H (16.20, 3.67, -17.44)
C (23.90, 3.42, -15.42)
C (23.21, 2.08, -15.59)
C (23.58, 1.22, -16.78)
O (23.51, 1.88, -18.02)
C (22.19, 2.03, -18.48)
N (23.15, 1.31, -14.31)
H (23.45, 4.13, -16.13)
H (24.96, 3.43, -15.66)
H (23.67, 3.82, -14.43)
H (22.13, 2.32, -15.62)
H (23.06, 0.25, -16.83)
H (24.65, 0.97, -16.65)
H (21.94, 3.09, -18.47)
H (21.51, 1.54, -17.78)
H (21.97, 1.57, -19.45)
H (22.79, 0.37, -14.46)
H (24.09, 1.06, -13.96)
C (19.06, -3.15, -18.74)
C (19.07, -1.91, -19.64)
C (20.10, -2.07, -20.72)
O (19.98, -1.05, -21.69)
C (20.79, -1.28, -22.82)
N (17.70, -1.75, -20.21)
H (18.83, -4.02, -19.36)
H (18.28, -3.10, -17.97)
H (20.01, -3.32, -18.21)
H (19.21, -0.99, -19.06)
H (19.95, -3.05, -21.19)
H (21.14, -2.03, -20.34)
H (20.49, -2.16, -23.42)
H (21.84, -1.45, -22.51)
H (20.65, -0.43, -23.49)
H (17.59, -2.17, -21.13)
H (17.05, -2.23, -19.60)
C (18.50, 3.40, -8.87)
C (18.23, 2.06, -9.63)
C (17.62, 2.37, -10.96)
O (17.47, 1.08, -11.63)
C (16.63, 1.15, -12.78)
N (19.58, 1.41, -9.84)
H (18.91, 3.19, -7.88)
H (17.58, 3.98, -8.76)
H (19.24, 3.99, -9.42)
H (17.55, 1.43, -9.06)
H (18.28, 2.92, -11.65)
H (16.66, 2.88, -10.89)
H (15.58, 1.10, -12.49)
H (16.87, 0.34, -13.46)
H (16.82, 2.07, -13.35)
H (20.20, 2.06, -10.29)
H (19.92, 1.24, -8.90)
C (23.10, -2.57, -9.34)
C (21.96, -2.55, -10.34)
C (20.94, -3.68, -10.14)
O (21.47, -4.94, -10.14)
C (22.04, -5.28, -11.39)
N (21.26, -1.24, -10.24)
H (22.85, -2.28, -8.31)
H (23.87, -1.82, -9.57)
H (23.60, -3.53, -9.28)
H (22.37, -2.66, -11.34)
H (20.17, -3.63, -10.92)
H (20.46, -3.44, -9.18)
H (22.86, -4.66, -11.74)
H (21.25, -5.44, -12.14)
H (22.36, -6.32, -11.28)
H (21.84, -0.41, -10.31)
H (20.87, -1.25, -9.29)
C (13.34, 3.96, -16.43)
C (13.43, 2.47, -16.04)
C (14.80, 1.89, -16.26)
O (15.06, 1.98, -17.64)
C (16.13, 1.15, -18.04)
N (12.95, 2.26, -14.66)
H (14.19, 4.53, -16.04)
H (12.47, 4.41, -15.96)
H (13.31, 3.99, -17.52)
H (12.76, 1.90, -16.69)
H (14.89, 0.86, -15.91)
H (15.61, 2.49, -15.81)
H (16.42, 1.39, -19.06)
H (15.81, 0.10, -17.97)
H (17.01, 1.33, -17.42)
H (12.04, 2.70, -14.58)
H (13.53, 2.85, -14.06)
C (21.05, -11.26, -15.57)
C (20.43, -9.92, -15.22)
C (20.70, -8.90, -16.31)
O (20.14, -7.66, -15.93)
C (20.81, -6.51, -16.42)
N (19.00, -10.12, -14.89)
H (21.10, -11.92, -14.71)
H (22.07, -11.09, -15.95)
H (20.58, -11.84, -16.37)
H (20.96, -9.57, -14.33)
H (20.33, -9.24, -17.29)
H (21.80, -8.82, -16.34)
H (20.52, -6.35, -17.47)
H (21.90, -6.47, -16.36)
H (20.33, -5.70, -15.86)
H (18.66, -9.16, -14.79)
H (18.55, -10.52, -15.71)

Calculated values
E_HOMO, eV: -10.296
ΔE to the lowest compared entry with this formula, charge and spin, kJ/mol: 241.2
Charge: +1
LUMO energy, eV: -4.0
Gap between HOMO and LUMO, Eh: 0.2318

---

(2)
# C22H19Cl4N5O4PbS3

A molecular structure, C22H19Cl4N5O4PbS3 (ωB97M-V/def2-TZVPD, the OMol25 dataset).

Atoms and positions in Å:
Pb (-0.21, -0.22, 0.38)
C (4.20, -0.17, -4.90)
S (3.53, 1.42, -4.38)
C (2.38, 1.03, -3.00)
S (1.73, -0.53, -2.89)
N (2.04, 2.14, -2.42)
N (0.93, 2.03, -1.67)
C (0.54, 3.13, -1.20)
C (-0.77, 3.22, -0.58)
C (-1.32, 4.45, -0.28)
C (-2.50, 4.56, 0.44)
C (-3.14, 3.41, 0.87)
C (-2.56, 2.19, 0.49)
N (-1.42, 2.08, -0.20)
H (3.75, -0.59, -5.76)
H (5.26, -0.04, -5.13)
H (4.00, -0.91, -4.13)
H (1.05, 4.10, -1.26)
H (-0.73, 5.33, -0.58)
H (-2.90, 5.51, 0.83)
H (-4.04, 3.40, 1.52)
H (-2.90, 1.21, 0.86)
Cl (-1.10, 3.61, 6.44)
C (-1.33, 2.47, 5.10)
C (-2.34, 1.55, 5.19)
Cl (-3.34, 1.35, 6.61)
C (-2.47, 0.62, 4.13)
Cl (-3.81, -0.54, 4.21)
C (-1.59, 0.59, 3.06)
O (-1.71, -0.26, 2.08)
C (-0.44, 1.46, 3.05)
O (0.47, 1.39, 2.16)
C (-0.47, 2.52, 3.97)
Cl (0.84, 3.67, 3.83)
O (-0.96, -2.86, 0.10)
N (-2.05, -3.36, -0.41)
C (-2.28, -4.70, -0.24)
C (-3.40, -5.29, -0.69)
C (-4.38, -4.48, -1.35)
C (-4.13, -3.15, -1.43)
C (-2.96, -2.51, -0.97)
S (-2.67, -0.85, -1.11)
H (-1.44, -5.22, 0.19)
H (-3.54, -6.36, -0.61)
H (-5.31, -4.90, -1.75)
H (-4.90, -2.49, -1.88)
C (4.42, -0.42, 0.00)
N (3.92, -1.66, -0.50)
C (4.58, -2.23, -1.65)
C (2.89, -2.25, 0.16)
O (2.32, -1.82, 1.14)
H (5.47, -0.55, 0.21)
H (3.79, -0.19, 0.89)
H (4.30, 0.36, -0.74)
H (5.54, -2.71, -1.41)
H (4.71, -1.46, -2.42)
H (3.84, -2.89, -2.08)
H (2.59, -3.20, -0.30)

Calculated values
E_HOMO, eV: -1.743
ΔE to the lowest compared entry with this formula, charge and spin, kJ/mol: 9.2
Charge: -2
LUMO energy, eV: 4.2
Gap between HOMO and LUMO, Eh: 0.2180

---

(3)
# C25H35F17N2O9S

3 unconnected molecules or ions with the total composition C25H35F17N2O9S (ωB97M-V/def2-TZVPD, the OMol25 dataset).

Atoms and positions in Å:
C (0.87, 1.39, 2.64)
C (0.50, 0.55, 1.41)
N (1.61, -0.31, 0.98)
C (1.98, -0.21, -0.39)
C (3.21, -1.08, -0.67)
C (3.14, -2.52, -0.12)
C (3.39, -3.58, -1.21)
C (2.86, -4.93, -0.73)
N (3.12, -6.01, -1.74)
C (3.93, -7.05, -1.17)
C (3.22, -8.16, -0.44)
O (5.14, -7.01, -1.23)
C (0.80, -0.59, -1.33)
C (0.03, -1.81, -0.94)
O (0.17, -2.90, -1.42)
F (-0.94, -1.61, -0.04)
O (2.30, 1.20, -0.63)
C (3.20, 1.54, -1.60)
O (4.31, 1.88, -1.29)
C (2.74, 1.54, -3.04)
C (1.36, 2.21, -3.29)
C (0.34, 1.45, -4.13)
S (1.08, 0.53, -5.44)
O (1.51, -0.76, -4.96)
O (2.01, 1.37, -6.13)
O (-0.18, 0.27, -6.38)
H (-0.01, 1.62, 3.23)
H (1.30, 2.34, 2.32)
H (1.56, 0.86, 3.30)
H (-0.38, -0.04, 1.67)
H (0.20, 1.24, 0.62)
H (2.43, -0.08, 1.53)
H (3.41, -1.13, -1.74)
H (4.06, -0.56, -0.21)
H (3.93, -2.64, 0.62)
H (2.20, -2.72, 0.38)
H (4.46, -3.68, -1.37)
H (2.90, -3.30, -2.15)
H (3.34, -5.18, 0.22)
H (1.79, -4.84, -0.58)
H (2.23, -6.44, -1.95)
H (3.07, -7.88, 0.61)
H (2.23, -8.37, -0.85)
H (3.81, -9.07, -0.47)
H (1.21, -0.83, -2.31)
H (0.14, 0.27, -1.43)
H (2.78, 0.51, -3.38)
H (3.50, 2.12, -3.56)
H (0.89, 2.39, -2.32)
H (1.53, 3.20, -3.72)
H (-0.33, 2.16, -4.61)
H (-0.29, 0.77, -3.57)
H (-0.38, -0.67, -6.33)
F (-2.35, 1.75, 5.11)
C (-2.34, 1.46, 6.42)
F (-1.07, 1.60, 6.87)
C (-2.79, 0.02, 6.70)
F (-1.90, -0.85, 6.16)
F (-2.72, -0.10, 8.05)
C (-4.22, -0.39, 6.32)
O (-4.41, -1.11, 5.12)
C (-4.66, -0.51, 3.92)
F (-4.87, 0.81, 4.03)
F (-5.80, -1.05, 3.42)
C (-3.56, -0.82, 2.90)
F (-2.37, -0.40, 3.35)
F (-3.84, -0.18, 1.74)
H (-2.98, 2.17, 6.95)
H (-4.50, -1.10, 7.09)
H (-4.91, 0.45, 6.40)
H (-3.51, -1.90, 2.71)
F (-2.21, 2.09, -1.67)
C (-2.72, 2.56, -2.82)
F (-2.08, 1.93, -3.84)
C (-2.50, 4.07, -2.97)
F (-1.18, 4.33, -3.06)
F (-3.06, 4.37, -4.18)
C (-3.17, 5.01, -1.96)
O (-2.37, 5.53, -0.90)
C (-2.24, 4.89, 0.30)
F (-3.05, 3.82, 0.40)
F (-2.60, 5.75, 1.27)
C (-0.78, 4.52, 0.57)
F (-0.30, 3.74, -0.41)
F (-0.72, 3.83, 1.73)
H (-3.79, 2.32, -2.87)
H (-3.42, 5.90, -2.54)
H (-4.11, 4.60, -1.59)
H (-0.17, 5.42, 0.64)

Calculated values
E_HOMO, eV: -9.431
LUMO energy, eV: 0.2
SMILES: CCN[C@@](CCCCNC(C)=O)(CC(=O)F)OC(=O)CCCS(=O)(=O)O.FC(F)C(F)(F)COC(F)(F)C(F)F.FC(F)C(F)(F)COC(F)(F)C(F)F
Gap between HOMO and LUMO, Eh: 0.3536

---

(4)
# C5H8O2

A molecular structure, C5H8O2 (ωB97M-V/def2-TZVPD, the OMol25 dataset).

Atoms and positions in Å:
O (-1.82, 0.16, 1.45)
C (-1.18, 0.03, 0.23)
C (-0.01, -0.80, 0.21)
C (1.11, -0.38, 1.26)
C (1.52, 0.55, 0.15)
O (0.73, 1.65, 0.24)
C (1.01, -0.36, -0.92)
H (-2.35, 0.96, 1.44)
H (-1.81, 0.09, -0.65)
H (0.23, 1.78, -0.58)
H (-0.16, -1.88, 0.21)
H (0.77, 0.08, 2.19)
H (1.79, -1.21, 1.44)
H (0.62, 0.10, -1.84)
H (1.68, -1.19, -1.17)

Calculated values
E_HOMO (spin up / spin down), eV: -7.262 / -7.053
ΔE to the lowest compared entry with this formula, charge and spin, kJ/mol: 480.4
LUMO energy (spin up / spin down), eV: 0.8 / 0.7
Gap between HOMO and LUMO (spin up / spin down), Eh: 0.2957 / 0.2851

---

(5)
# C4H11NOS

2 unconnected molecules or ions with the total composition C4H11NOS (ωB97M-V/def2-TZVPD, the OMol25 dataset).

Atoms and positions in Å:
C (0.52, 0.97, 1.25)
C (-2.76, 0.25, 0.08)
C (0.96, -1.58, -0.50)
C (-1.75, 1.19, -0.47)
N (2.87, -0.12, 0.54)
O (1.39, 0.93, -1.24)
S (1.27, 0.18, -0.02)
H (0.14, 0.19, 1.91)
H (-3.33, 0.71, 0.88)
H (-2.31, -0.67, 0.46)
H (-3.45, -0.05, -0.72)
H (1.87, -1.91, -1.00)
H (0.78, -2.15, 0.39)
H (0.12, -1.61, -1.18)
H (-1.19, 0.93, -1.34)
H (-1.76, 2.22, -0.18)
H (3.55, 0.04, -0.19)
H (3.08, 0.48, 1.33)

Calculated values
E_HOMO (spin up / spin down), eV: -7.937 / -8.540
ΔE to the lowest compared entry with this formula, charge and spin, kJ/mol: 691.3
LUMO energy (spin up / spin down), eV: -0.5 / 0.6
Gap between HOMO and LUMO (spin up / spin down), Eh: 0.2749 / 0.3342

---

(6)
# C18H29BrNO2

A gas-phase ion, C18H29BrNO2 (charge +1) (ωB97M-V/def2-TZVPD, the OMol25 dataset).

Atoms and positions in Å:
C (5.25, -3.34, 0.10)
C (3.96, -3.13, -0.68)
O (3.02, -2.57, 0.23)
C (1.76, -2.27, -0.08)
C (0.99, -1.80, 0.99)
Br (1.84, -1.64, 2.68)
C (-0.34, -1.44, 0.86)
C (-0.94, -1.52, -0.39)
C (-2.35, -1.05, -0.58)
N (-2.36, 0.36, -1.08)
C (-1.85, 1.38, -0.10)
C (-2.95, 1.74, 0.90)
C (-2.49, 1.71, 2.36)
C (-1.46, 2.76, 2.78)
C (-0.07, 2.62, 2.16)
C (0.22, 3.53, 0.95)
C (-0.92, 3.77, -0.04)
C (-1.33, 2.57, -0.90)
C (-0.20, -1.97, -1.48)
C (1.13, -2.37, -1.35)
O (1.87, -2.84, -2.38)
C (1.26, -3.06, -3.63)
H (5.61, -2.40, 0.49)
H (5.07, -4.01, 0.94)
H (6.00, -3.78, -0.54)
H (3.58, -4.09, -1.06)
H (4.12, -2.45, -1.52)
H (-0.89, -1.13, 1.73)
H (-2.90, -1.08, 0.37)
H (-2.88, -1.68, -1.30)
H (-1.75, 0.39, -1.91)
H (-3.31, 0.63, -1.38)
H (-1.02, 0.91, 0.42)
H (-3.37, 2.72, 0.67)
H (-3.77, 1.02, 0.81)
H (-3.37, 1.84, 2.99)
H (-2.08, 0.72, 2.59)
H (-1.36, 2.67, 3.86)
H (-1.86, 3.76, 2.59)
H (0.67, 2.87, 2.91)
H (0.11, 1.57, 1.91)
H (1.09, 3.14, 0.42)
H (0.50, 4.51, 1.34)
H (-1.79, 4.16, 0.48)
H (-0.59, 4.56, -0.73)
H (-2.10, 2.91, -1.59)
H (-0.46, 2.26, -1.49)
H (-0.68, -2.05, -2.44)
H (0.93, -2.13, -4.10)
H (0.42, -3.76, -3.55)
H (2.04, -3.51, -4.25)

Calculated values
E_HOMO, eV: -11.200
ΔE to the lowest compared entry with this formula, charge and spin, kJ/mol: 0.0
Charge: +1
LUMO energy, eV: -2.8
SMILES: CCOc1c(Br)cc(C[NH2+]C2CCCCCCC2)cc1OC
Gap between HOMO and LUMO, Eh: 0.3103

---

It is found that the max |F| values, taken in the order of the records, are 0.111 0.043 0.025 0.031 0.032 0.017 hartree/bohr.